Version A
This record from OMol25 describes 2 unconnected molecules or ions with the total composition C2H9N3O. The level of theory is wB97M-V/def2-TZVPD.

For the highest occupied orbital energy, the calculation gives -8.24 eV. As for the SMILES: NCNN.C=O. Its lowest unoccupied orbital energy is 0.70 eV.

ORCA input file:
```
! wB97M-V def2-TZVPD RIJCOSX def2/J DEFGRID3
* xyz 0 1
H 0.169 -2.604 0.063
N -0.477 1.453 -1.325
H 0.199 1.544 -2.081
N 0.284 1.133 -0.132
H -0.894 2.367 -1.169
O 1.302 -1.235 -0.930
H -0.029 0.612 2.751
H 1.069 0.531 -0.448
H -0.453 -2.031 -1.584
C 0.261 -1.873 -0.759
H -0.695 -0.708 0.182
N 0.171 0.023 1.954
H -1.471 0.835 0.941
C -0.510 0.354 0.756
H 1.075 -0.401 1.780
*
```

Just the Löwdin charges please, in e? Sure, here they are:
1. H 0.09
2. N -0.01
3. H 0.07
4. N -0.14
5. H 0.07
6. O -0.08
7. H 0.08
8. H 0.08
9. H 0.09
10. C -0.19
11. H 0.09
12. N 0.02
13. H 0.12
14. C -0.37
15. H 0.08



Version B
This record from OMol25 describes 2 unconnected molecules or ions with the total composition C2H9N3O. The level of theory is wB97M-V/def2-TZVPD.

For the highest occupied orbital energy, the calculation gives -9.46 eV. As for the SMILES: [H]/N=C/N.NCO. Its lowest unoccupied orbital energy is 0.82 eV.

ORCA input file:
```
! wB97M-V def2-TZVPD RIJCOSX def2/J DEFGRID3
* xyz 0 1
N 1.511 -0.818 1.143
H -0.875 -2.391 -0.335
N 0.037 -2.014 -0.165
H 0.471 -1.489 -0.915
H -0.401 2.835 -0.917
H 0.895 0.516 -0.081
N -1.819 1.380 -0.583
C 0.520 -1.619 1.026
O 0.554 1.004 -0.825
C -0.474 1.871 -0.406
H -0.285 2.132 0.646
H -1.873 0.397 -0.348
H 1.931 -0.829 2.057
H -2.077 1.465 -1.557
H -0.014 -1.978 1.907
*
```

Just the Löwdin charges please, in e? Sure, here they are:
1. N 0.05
2. H 0.09
3. N 0.10
4. H 0.10
5. H 0.11
6. H -0.02
7. N 0.02
8. C -0.38
9. O -0.09
10. C -0.37
11. H 0.11
12. H 0.05
13. H 0.04
14. H 0.06
15. H 0.12



What is the stability order? It is version B, version A, from most stable to least stable.



Version A
This record from OMol25 describes a molecular structure, C5H12O2. The level of theory is wB97M-V/def2-TZVPD.

For the highest occupied orbital energy (alpha / beta), the calculation gives -8.26 / -8.37 eV. Its lowest unoccupied orbital energy (alpha / beta) is -0.19 / 0.11 eV.

ORCA input file:
```
! wB97M-V def2-TZVPD RIJCOSX def2/J DEFGRID3
* xyz 0 1
C 0.829 0.539 0.498
H 1.892 -1.440 -0.114
H -0.358 2.369 1.058
H -0.347 -0.159 -2.950
H 1.478 0.945 -0.279
O -1.221 -0.735 0.904
H -0.052 -1.908 -3.139
H 1.268 2.282 1.729
H 1.667 -0.516 0.700
C 0.008 -1.271 -1.046
O -0.146 1.055 2.647
C -0.371 -0.196 -0.086
H -0.934 0.565 -0.666
C -0.486 -1.145 -2.489
C 0.400 1.664 1.474
H -0.713 1.686 3.107
H -1.581 -1.328 -2.519
H -0.940 -0.369 1.761
H -0.167 -2.260 -0.647
*
```

Just the Löwdin charges please, in e? Sure, here they are:
1. C -0.17
2. H 0.17
3. H 0.13
4. H 0.07
5. H 0.10
6. O -0.03
7. H 0.07
8. H 0.11
9. H 0.09
10. C -0.10
11. O -0.09
12. C -0.50
13. H 0.15
14. C -0.10
15. C -0.23
16. H 0.10
17. H 0.09
18. H 0.06
19. H 0.08



Version B
This record from OMol25 describes 2 unconnected molecules or ions with the total composition C5H12O2. The level of theory is wB97M-V/def2-TZVPD.

For the highest occupied orbital energy, the calculation gives -9.90 eV. As for the SMILES: C=C[C@H](O)CC.O. Its lowest unoccupied orbital energy is 0.88 eV.

ORCA input file:
```
! wB97M-V def2-TZVPD RIJCOSX def2/J DEFGRID3
* xyz 0 1
H -0.612 -0.057 -1.985
H -0.617 0.308 1.458
H -1.669 1.623 -0.111
C 2.669 -0.439 0.522
H 2.877 -1.469 0.205
H 1.714 0.114 -1.339
C 1.490 0.129 -0.264
O -2.091 2.060 0.638
H -3.028 1.992 0.418
H 1.316 1.181 0.007
H 0.477 -1.740 -0.122
C -2.187 -0.544 -0.677
H -2.983 -0.342 -1.389
C -0.901 -0.389 -0.987
H -2.476 -0.864 0.321
C 0.216 -0.679 -0.003
O -0.214 -0.568 1.342
H 3.582 0.147 0.374
H 2.438 -0.462 1.591
*
```

Just the Löwdin charges please, in e? Sure, here they are:
1. H 0.11
2. H 0.08
3. H 0.00
4. C -0.11
5. H 0.08
6. H 0.11
7. C -0.22
8. O -0.06
9. H 0.04
10. H 0.12
11. H 0.15
12. C 0.00
13. H 0.07
14. C -0.14
15. H 0.08
16. C -0.42
17. O -0.04
18. H 0.07
19. H 0.07



Version C
This record from OMol25 describes 2 unconnected molecules or ions with the total composition C5H12O2. The level of theory is wB97M-V/def2-TZVPD.

For the highest occupied orbital energy, the calculation gives -8.12 eV. As for the SMILES: C/C=C(/O)CCO.[H][H]. Its lowest unoccupied orbital energy is 0.66 eV.

ORCA input file:
```
! wB97M-V def2-TZVPD RIJCOSX def2/J DEFGRID3
* xyz 0 1
C -0.163 -0.156 -0.503
H 2.559 -2.197 1.483
H -1.832 -0.882 0.673
O -2.170 1.057 -0.019
O 0.207 1.510 1.226
H -1.761 1.954 -3.016
H 1.934 -1.956 -0.151
H -2.165 -0.733 -1.072
H -0.687 1.691 0.888
H 2.219 0.299 1.994
H 0.195 -1.137 -0.824
H -3.057 0.997 0.356
H -1.917 1.860 -2.293
H 3.468 -1.230 0.326
C 1.757 -0.224 1.159
H -0.033 0.528 -1.353
C -1.657 -0.264 -0.218
C 2.454 -1.461 0.675
C 0.649 0.343 0.668
*
```

Just the Löwdin charges please, in e? Sure, here they are:
1. C -0.12
2. H 0.07
3. H 0.13
4. O -0.12
5. O 0.03
6. H 0.05
7. H 0.06
8. H 0.12
9. H 0.07
10. H 0.11
11. H 0.11
12. H 0.11
13. H 0.02
14. H 0.07
15. C -0.11
16. H 0.11
17. C -0.24
18. C -0.11
19. C -0.36



Version D
This record from OMol25 describes 2 unconnected molecules or ions with the total composition C5H12O2. The level of theory is wB97M-V/def2-TZVPD.

For the highest occupied orbital energy (alpha / beta), the calculation gives -7.56 / -7.56 eV. Its lowest unoccupied orbital energy (alpha / beta) is 0.13 / 0.13 eV.

ORCA input file:
```
! wB97M-V def2-TZVPD RIJCOSX def2/J DEFGRID3
* xyz 0 1
O -0.337 -0.343 0.816
H -0.622 -3.673 0.390
C -0.781 1.285 -0.324
H -0.509 -1.525 -0.871
H -0.884 0.773 -1.277
H 0.514 0.018 0.306
C -0.797 -1.533 0.193
C 1.565 0.978 -0.534
C 0.046 2.539 -0.422
H 0.861 -2.787 0.801
H -1.892 -1.535 0.250
O 1.147 2.172 -1.178
H -1.698 1.338 0.261
H 2.156 0.385 -1.239
H 2.163 1.215 0.364
H -0.526 3.342 -0.919
H -0.503 -2.784 1.931
C -0.231 -2.769 0.871
H 0.328 2.905 0.581
*
```

Just the Löwdin charges please, in e? Sure, here they are:
1. O -0.16
2. H 0.08
3. C 0.10
4. H 0.12
5. H 0.10
6. H 0.03
7. C -0.32
8. C -0.13
9. C -0.30
10. H 0.08
11. H 0.12
12. O -0.20
13. H 0.10
14. H 0.07
15. H 0.07
16. H 0.13
17. H 0.08
18. C -0.08
19. H 0.13



What is the stability order? It is version B, version C, version A, version D, from most stable to least stable.



Version A
This record from OMol25 describes 11 unconnected molecules or ions with the total composition H22O11. The level of theory is wB97M-V/def2-TZVPD.

For the highest occupied orbital energy, the calculation gives -8.04 eV. As for the SMILES: O.O.O.O.O.O.O.O.O.O.O. Its lowest unoccupied orbital energy is -0.14 eV.

ORCA input file:
```
! wB97M-V def2-TZVPD RIJCOSX def2/J DEFGRID3
* xyz 0 1
O -0.919 -3.516 0.923
H 1.005 4.419 -0.656
H 1.629 -1.695 1.389
O 1.401 0.523 -3.831
O 0.980 0.799 3.408
H 2.951 -1.104 1.884
H -1.739 1.419 2.020
H -0.423 -1.816 0.047
H 0.764 -0.082 3.345
H 2.988 -2.357 0.365
H -1.608 2.804 2.447
H -0.434 1.200 -0.446
O -3.314 1.503 -0.232
O -1.368 2.313 1.717
O 2.233 -1.587 2.123
H 1.889 0.731 3.807
O -0.719 -0.099 -4.040
O 0.178 4.612 -0.092
H -1.531 -0.614 -3.950
H -1.303 -3.911 0.104
H 0.004 -3.452 0.971
H -2.632 1.841 0.260
H 1.385 0.816 -4.776
H 0.364 0.865 0.810
O 2.868 -3.149 -0.173
H 1.992 -3.470 0.092
O -0.885 -1.646 0.878
O -0.055 0.462 -0.011
H -0.306 3.805 -0.016
H 0.967 -0.390 -4.026
H -3.276 1.758 -1.140
H -1.216 0.808 -3.997
H -1.870 -1.790 0.796
*
```

Just the Löwdin charges please, in e? Sure, here they are:
1. O -0.09
2. H 0.09
3. H 0.02
4. O -0.15
5. O -0.04
6. H 0.00
7. H 0.11
8. H 0.05
9. H -0.04
10. H 0.00
11. H 0.02
12. H -0.01
13. O -0.01
14. O -0.04
15. O 0.01
16. H 0.07
17. O -0.12
18. O -0.08
19. H 0.05
20. H 0.09
21. H 0.00
22. H -0.07
23. H 0.04
24. H 0.06
25. O -0.04
26. H 0.02
27. O -0.15
28. O -0.07
29. H -0.03
30. H 0.06
31. H 0.03
32. H 0.12
33. H 0.11



Version B
This record from OMol25 describes a molecular structure, H22O11. The level of theory is wB97M-V/def2-TZVPD.

For the highest occupied orbital energy, the calculation gives -9.44 eV. Its lowest unoccupied orbital energy is -0.78 eV.

ORCA input file:
```
! wB97M-V def2-TZVPD RIJCOSX def2/J DEFGRID3
* xyz 0 1
H -19.315 -21.625 13.339
H -22.579 -21.114 16.370
O -20.848 -19.959 16.164
H -21.321 -16.662 14.058
H -22.085 -20.935 14.950
H -20.889 -17.160 15.421
O -22.857 -20.817 15.503
H -19.038 -17.811 11.698
H -20.164 -18.931 12.114
H -21.744 -20.832 13.200
O -21.447 -16.509 14.995
O -19.218 -18.083 16.354
H -20.043 -17.138 12.609
H -20.841 -19.404 15.078
H -21.571 -18.617 16.394
O -22.440 -18.296 16.152
O -19.534 -20.742 13.636
H -20.555 -20.864 16.061
H -20.187 -18.909 13.805
H -22.927 -19.082 15.905
O -22.887 -18.890 13.661
H -18.690 -20.296 13.706
H -20.639 -21.088 14.202
H -19.658 -20.271 12.604
O -21.590 -21.120 14.100
H -22.260 -18.441 14.227
O -19.726 -17.999 12.337
H -18.541 -18.293 15.710
O -20.267 -18.717 14.740
H -21.367 -19.965 16.968
O -20.302 -19.874 12.018
H -20.002 -18.526 16.030
H -23.704 -18.890 14.159
*
```

Just the Löwdin charges please, in e? Sure, here they are:
1. H 0.17
2. H 0.04
3. O -0.05
4. H 0.01
5. H -0.33
6. H 0.00
7. O -0.07
8. H 0.15
9. H -0.28
10. H 0.12
11. O -0.05
12. O -0.06
13. H 0.13
14. H -0.09
15. H 0.00
16. O -0.06
17. O 0.07
18. H 0.15
19. H 0.05
20. H 0.02
21. O -0.03
22. H 0.17
23. H -0.04
24. H -0.19
25. O 0.12
26. H -0.01
27. O 0.15
28. H 0.05
29. O -0.17
30. H 0.14
31. O -0.06
32. H -0.08
33. H 0.06



Version C
This record from OMol25 describes 11 unconnected molecules or ions with the total composition H22O11. The level of theory is wB97M-V/def2-TZVPD.

For the highest occupied orbital energy, the calculation gives -9.93 eV. As for the SMILES: O.O.O.O.O.O.O.O.O.O.O. Its lowest unoccupied orbital energy is -0.12 eV.

ORCA input file:
```
! wB97M-V def2-TZVPD RIJCOSX def2/J DEFGRID3
* xyz 0 1
O 2.241 -2.056 -0.663
H -2.663 -1.878 2.394
H 0.339 -2.028 1.440
H -0.339 0.327 3.177
O -2.629 -1.279 1.647
O -0.511 3.061 1.941
O 0.812 -1.949 2.224
O 0.629 -1.266 -2.642
H -0.576 3.994 1.889
H -0.915 1.382 2.143
O -0.706 -2.222 -0.009
H -1.444 -2.057 0.602
H -1.939 -0.662 1.884
H 1.302 -1.776 -2.184
O -1.402 0.604 -2.830
H 0.682 -1.548 -3.554
H -0.599 2.472 -0.620
H 2.939 -1.419 -0.706
H -1.181 -2.212 -0.831
H 0.442 2.969 1.754
H 1.678 0.918 -1.130
H 0.139 -0.166 -0.653
H 0.088 -1.788 2.803
O 0.042 0.702 -0.364
H 2.668 -2.804 -0.215
H -0.205 0.629 0.576
H -0.476 3.097 -1.986
H -1.188 1.216 -2.143
H 3.124 1.425 -0.978
O -1.092 2.999 -1.269
H -0.889 -0.171 -2.504
O 2.495 1.038 -1.592
O -0.866 0.451 2.396
*
```

Just the Löwdin charges please, in e? Sure, here they are:
1. O -0.03
2. H 0.06
3. H -0.06
4. H 0.08
5. O -0.04
6. O -0.02
7. O -0.01
8. O -0.05
9. H 0.05
10. H 0.02
11. O -0.06
12. H 0.00
13. H -0.04
14. H 0.01
15. O -0.07
16. H 0.07
17. H 0.00
18. H 0.04
19. H 0.05
20. H 0.08
21. H -0.04
22. H -0.02
23. H 0.00
24. O -0.04
25. H 0.08
26. H 0.05
27. H 0.04
28. H -0.05
29. H 0.04
30. O -0.05
31. H -0.01
32. O -0.04
33. O -0.04



Version D
This record from OMol25 describes 11 unconnected molecules or ions with the total composition H22O11. The level of theory is wB97M-V/def2-TZVPD.

For the highest occupied orbital energy, the calculation gives -10.47 eV. As for the SMILES: O.O.O.O.O.O.O.O.O.O.O. Its lowest unoccupied orbital energy is -0.42 eV.

ORCA input file:
```
! wB97M-V def2-TZVPD RIJCOSX def2/J DEFGRID3
* xyz 0 1
O 2.759 -1.971 -1.615
H -1.440 -0.629 3.117
H 0.465 0.079 0.191
H -1.740 3.033 -0.309
O -0.149 -0.637 0.362
H -0.118 -3.785 -0.518
O 0.642 2.110 2.013
H 0.271 -2.477 0.119
H -0.579 2.496 0.548
H -3.411 -1.573 -0.698
O 2.711 1.313 -1.015
H -0.488 -1.227 2.101
O -0.849 2.682 -0.359
H 2.414 -1.096 -1.793
H 2.165 1.564 -1.763
O -1.071 -1.465 2.829
H 1.042 2.954 2.238
H -0.110 1.207 -3.284
H 3.299 2.059 -0.874
O -3.541 -2.494 -0.945
H -0.984 -0.343 -0.008
O 0.641 -3.314 -0.175
H -0.228 2.208 -2.103
O 0.351 1.882 -2.797
O -2.881 0.158 -0.106
H 2.715 -0.608 1.863
H 1.341 1.459 2.162
H -3.401 0.831 -0.548
H 2.992 0.368 0.722
H 2.029 -2.479 -1.251
O 2.729 0.320 1.646
H -4.374 -2.729 -0.546
H -3.202 0.106 0.797
*
```

Just the Löwdin charges please, in e? Sure, here they are:
1. O -0.06
2. H 0.02
3. H 0.04
4. H 0.05
5. O -0.04
6. H 0.05
7. O -0.06
8. H -0.01
9. H 0.01
10. H -0.03
11. O -0.04
12. H -0.02
13. O -0.05
14. H 0.00
15. H 0.01
16. O -0.06
17. H 0.05
18. H 0.04
19. H 0.06
20. O -0.06
21. H 0.02
22. O -0.05
23. H -0.01
24. O -0.04
25. O -0.03
26. H 0.06
27. H 0.01
28. H 0.07
29. H 0.01
30. H -0.02
31. O -0.04
32. H 0.03
33. H 0.07



What is the stability order? It is version D, version C, version A, version B, from most stable to least stable.